C58H40BaCl9IN6O3 as an isolated structure at a distorted geometry, computed with ωB97M-V with the def2-TZVPD basis set.

```
118
Properties=species:S:1:pos:R:3:forces:R:3
Ba 0.32973 0.23856 0.40921 -0.3652 3.4140 -0.7026
C -0.27957 -7.13724 2.95781 0.0168 -0.2243 -0.0002
C 0.59273 -6.98624 1.89321 0.0409 -0.2524 0.1612
C 0.71923 -5.75874 1.26671 -0.1902 0.1239 -0.0566
C -0.03777 -4.66694 1.68381 0.1241 -0.1723 0.0868
C -0.91527 -4.83214 2.75491 0.0566 -0.0813 0.0004
C -1.03367 -6.05514 3.38671 -0.0766 0.0298 0.1617
C 0.11553 -3.34364 1.03151 0.7636 0.0863 0.4203
C 1.30783 -2.70444 1.33021 -0.7617 -0.4285 -0.4366
C 2.24703 -3.20764 2.31691 0.7034 0.0221 0.4630
C 3.26133 -2.31904 2.38321 -0.2401 -0.5989 0.4945
C 2.98263 -1.29704 1.39961 0.7673 0.8667 -0.4763
C 3.85323 -0.26834 1.02211 -0.5670 -0.8723 0.6304
C 5.12143 -0.08134 1.73981 0.2084 0.0255 0.1930
C 6.04543 -1.10964 1.93281 -0.0862 0.0705 -0.1129
C 7.22033 -0.88534 2.62491 0.2407 -0.0477 0.1275
C 7.51283 0.37236 3.12621 0.1339 0.0168 0.0482
C 6.61743 1.41116 2.92081 0.1256 0.0391 0.0283
C 5.44043 1.18606 2.23571 -0.0156 -0.0314 0.0298
C 3.63453 0.57126 -0.09599 -0.2527 0.4596 -0.8498
N 2.47073 0.71246 -0.76089 1.5611 -0.1031 -0.5749
C 2.73573 1.40516 -1.90289 0.3668 0.3519 -0.2661
C 1.80603 1.72096 -2.90619 -0.3510 -0.2971 0.4314
C 2.34023 2.21906 -4.18499 0.1471 0.1530 -0.2293
C 1.88783 3.38896 -4.79149 0.0383 -0.0377 0.1796
C 2.34213 3.75006 -6.04669 0.0327 0.1194 -0.1400
C 3.27133 2.96546 -6.70929 0.0346 0.0704 -0.1078
C 3.75743 1.82066 -6.09969 0.1209 -0.0144 -0.1628
C 3.29793 1.45176 -4.85219 -0.1310 -0.0205 0.0794
C 0.42843 1.45856 -2.84619 0.3108 0.2369 -0.6350
C -0.53757 1.74356 -3.86979 0.1138 -0.0087 -0.0884
C -1.73437 1.29666 -3.40779 0.0369 -0.0795 -0.1537
C -1.47957 0.68206 -2.13329 0.8506 0.5118 -0.5451
N -0.18057 0.82226 -1.81029 -0.8863 0.3802 -2.4432
C -2.46187 -0.02274 -1.40909 -0.4351 -0.8798 0.8393
C -2.26717 -1.09074 -0.51349 0.0277 0.5871 -0.9197
C -3.49397 -3.23764 -0.04369 0.1345 -0.0472 -0.0310
C -2.11207 -3.73054 0.18881 -0.0968 -0.2800 0.1622
C -1.04737 -2.87024 0.31751 -0.7101 -0.2329 -0.5950
N -1.07147 -1.60444 -0.21099 -0.5403 -1.6889 -0.2999
C -3.83997 0.33256 -1.81669 -0.0998 0.2824 -0.0827
C -4.34497 1.57596 -1.44719 -0.0212 -0.0001 -0.1670
C -5.62277 1.95366 -1.81449 -0.0420 0.1335 -0.0646
C -6.39967 1.10436 -2.58609 -0.1664 0.0878 -0.0125
C -5.88977 -0.11754 -2.99289 -0.1560 -0.0802 -0.1162
C -4.61527 -0.50064 -2.61659 0.0645 0.2084 0.0003
C 4.12413 1.77756 -1.92489 -0.0403 -0.1009 -0.2159
C 4.68343 1.26436 -0.79119 0.0432 0.0735 -0.0049
N 1.78593 -1.53924 0.82641 1.2621 -1.8363 -0.1764
H -0.37707 -8.09764 3.44901 0.0000 -0.0247 0.0171
H 1.18013 -7.83244 1.55811 0.0306 -0.0073 -0.0345
H 1.40123 -5.64314 0.43661 0.0425 0.0909 -0.0757
H -1.50717 -3.98674 3.07651 -0.0303 0.0895 0.0036
H -1.71297 -6.16834 4.22261 -0.0267 0.0049 0.0260
H 2.12863 -4.10564 2.89921 0.0187 -0.0351 0.0686
H 4.11323 -2.35084 3.03741 0.0747 -0.0281 0.1044
H 5.85113 -2.08654 1.51371 -0.0756 -0.0505 -0.0407
H 7.92273 -1.69764 2.76451 0.0393 -0.0413 0.0015
H 8.43723 0.54656 3.66081 0.0556 -0.0072 0.0468
H 6.83843 2.40086 3.30011 -0.0130 0.0349 0.0334
H 4.74023 1.99386 2.09071 -0.1337 0.0330 0.0127
H 1.17923 4.01306 -4.26559 -0.0883 0.0068 0.0424
H 1.96693 4.64926 -6.51569 -0.0203 0.0939 -0.0144
H 3.61733 3.24476 -7.69489 0.0278 0.0388 -0.0735
H 4.48973 1.20676 -6.60779 0.0304 -0.0401 -0.0194
H 3.65693 0.54906 -4.37899 -0.0076 -0.0559 0.0155
H -0.34707 2.22336 -4.81319 -0.0070 0.0144 -0.1052
H -2.68267 1.33716 -3.91369 -0.1238 -0.0126 -0.0589
H -4.14527 -3.60384 0.77331 0.0768 0.2052 -0.1607
H -2.02807 -4.77374 0.45281 -0.0031 0.0876 0.1548
H -3.72127 2.21396 -0.83849 0.0801 0.0911 0.0997
H -6.02037 2.90606 -1.48569 -0.0327 0.0670 0.0116
H -7.39977 1.40056 -2.87219 -0.0914 -0.0148 -0.0205
H -6.48997 -0.77684 -3.60379 -0.0531 -0.0790 -0.0681
H -4.20337 -1.43754 -2.95859 0.0554 -0.1250 -0.0174
H 4.61163 2.35326 -2.69369 0.0822 0.0310 -0.0728
H 5.71333 1.32086 -0.48609 0.1282 0.0242 0.0233
Cl 2.35943 3.25646 1.52501 0.4031 0.4172 -0.2296
C 2.76683 4.14956 0.03941 0.1550 -0.4494 0.2305
Cl 1.31503 4.49426 -0.90189 -0.1003 0.2875 -0.2297
H 3.39783 3.50726 -0.57779 -0.0533 0.1929 0.2188
H 3.23783 5.09706 0.29391 -0.0402 -0.1632 0.0262
Cl -4.44727 0.41206 1.24531 0.0336 0.1620 0.0819
C -4.59867 -1.12714 0.46551 1.2685 0.0319 0.2983
C -3.47497 -1.73204 -0.02869 -1.0916 -0.4493 0.4973
C -4.20917 -3.61114 -1.30719 -0.1802 0.0888 0.0581
Cl -3.30027 -4.32574 -2.57349 0.0122 0.1042 -0.0775
C -5.53357 -3.35344 -1.42829 0.4725 -0.5313 -0.5465
Cl -6.37417 -3.94114 -2.83559 0.0276 0.0410 -0.2843
C -6.31537 -2.67004 -0.45779 -0.1766 0.6820 0.8686
Cl -8.01137 -3.04654 -0.47429 -0.2149 -0.1634 0.1092
C -5.87787 -1.72564 0.45481 -0.8753 -0.5939 -0.4867
Cl -7.06337 -1.05524 1.53031 -0.0888 -0.0057 0.1747
Cl -1.59327 4.30256 -1.92059 -0.5679 0.2874 -0.2513
C -3.23817 4.82556 -2.35789 0.4284 -0.3163 -0.1310
Cl -3.88547 5.97356 -1.18399 -0.1897 0.2103 0.2113
H -3.88677 3.94906 -2.36579 0.1927 0.1568 -0.0727
H -3.20667 5.32956 -3.32269 0.0231 -0.1786 0.1392
N -0.66537 4.19266 1.84861 0.1734 0.2635 -0.1283
C -1.55547 3.18436 1.81471 -0.0993 0.4281 0.2909
O -1.95267 2.68886 0.78391 -0.1899 -0.3942 -0.2996
C -2.09187 2.71596 3.14751 -0.0969 -0.2795 0.0151
I -2.50037 4.29376 4.52461 -0.1012 0.0201 0.1522
H -0.20437 4.40636 0.97521 0.0138 -0.0676 0.0761
H -0.15727 4.39426 2.69341 -0.0069 -0.0457 -0.0049
H -1.35187 2.07806 3.62081 -0.0252 0.0453 0.0451
H -3.01267 2.16446 2.98991 0.0444 0.0371 0.0234
O 2.23813 1.87046 3.98731 0.2461 0.1661 0.1496
C 1.37603 1.02306 3.83731 0.1922 -0.1564 0.8738
C 1.00753 -0.01334 4.91581 0.2059 -0.0352 -0.0408
C 0.00513 -0.89584 4.20221 -0.1559 -0.1418 0.0436
C -0.29657 -0.09744 2.94031 -0.3550 -0.3258 2.4489
O -1.23027 -0.32614 2.19261 -1.6377 -0.6755 0.9725
N 0.56653 0.90916 2.76891 0.1011 1.0981 1.0272
H 0.56863 0.52136 5.76241 0.0711 0.0043 -0.0073
H 1.89933 -0.53444 5.26121 0.0380 0.0547 0.0187
H -0.91707 -1.09264 4.75081 0.0115 -0.0218 -0.0402
H 0.43303 -1.84934 3.89251 0.0017 -0.1106 0.0094
```
Forces are in eV/Å.

**E_LUMO**: 3.3 eV
**Total energy**: -197377.7194 eV
**Net charge**: -2
**ΔE to the lowest compared entry with this formula, charge and spin**: 53.6 kcal per mole